[1]
DFT (ωB97M-V/def2-TZVPD) results for a 2-piece molecular cluster, C5H13NO overall in a non-equilibrium geometry.

Atoms and positions in Å:
1 C -1.06 1.04 0.82
2 N 0.46 1.12 0.75
3 C 0.93 1.79 -0.49
4 C 0.89 -0.36 0.96
5 C -0.28 -1.40 0.79
6 C -1.55 -0.39 0.74
7 H -1.33 1.57 1.79
8 H -1.62 1.69 0.08
9 H 0.63 1.38 -1.35
10 H 0.50 2.77 -0.48
11 H 1.97 2.03 -0.58
12 H 1.87 -0.59 0.52
13 H 1.09 -0.24 2.10
14 H -0.30 -1.94 -0.15
15 H -0.32 -2.19 1.51
16 H -2.21 -0.51 1.58
17 H -2.15 -0.74 -0.06
18 H 0.22 -1.66 -2.39
19 H 1.62 -1.71 -2.95
20 O 0.64 -1.66 -3.18

Output
HOMO level (eV): -8.50
Energy relative to the best compared isomer or geometry (same formula, charge and spin) (kcal/mol): 60.5
DFT total energy (eV): -8931.389
E_LUMO (Ha): 0.028
SMILES: CN1CCCC1.O
Kohn-Sham gap (eV): 9.26



[2]
DFT (ωB97M-V/def2-TZVPD) results for a 18-piece molecular cluster, C69H191N19O18 overall in a non-equilibrium geometry.

Atoms and positions in Å:
1 C 1.38 6.00 -1.82
2 O 0.36 6.07 -2.47
3 N 1.46 5.65 -0.55
4 N 2.56 6.25 -2.23
5 H 2.26 5.79 0.05
6 H 0.57 5.71 -0.08
7 H 2.81 6.56 -3.15
8 H 3.32 6.23 -1.56
9 C 6.15 5.72 0.95
10 C 4.67 5.48 0.52
11 C 4.42 3.97 0.56
12 O 5.02 3.34 -0.62
13 C 4.55 2.02 -0.70
14 N 3.71 6.19 1.30
15 H 6.88 5.18 0.35
16 H 6.36 5.34 1.95
17 H 6.44 6.77 0.83
18 H 4.54 5.77 -0.52
19 H 3.34 3.78 0.54
20 H 4.79 3.48 1.46
21 H 4.65 1.54 0.27
22 H 5.21 1.56 -1.44
23 H 3.49 2.07 -0.97
24 H 3.42 5.61 2.07
25 H 4.10 6.98 1.80
26 C 3.39 -8.85 1.41
27 C 3.80 -7.93 0.23
28 C 3.06 -6.57 0.24
29 O 1.64 -6.78 0.02
30 C 0.84 -5.63 0.12
31 N 5.21 -7.78 0.26
32 H 3.28 -8.26 2.32
33 H 4.19 -9.54 1.66
34 H 2.44 -9.38 1.41
35 H 3.63 -8.47 -0.70
36 H 3.52 -5.83 -0.41
37 H 3.07 -6.17 1.26
38 H 0.07 -5.82 0.86
39 H 0.32 -5.49 -0.83
40 H 1.55 -4.80 0.23
41 H 5.57 -8.70 0.46
42 H 5.57 -7.39 -0.59
43 C 6.57 -2.44 -0.25
44 C 5.66 -2.99 0.91
45 C 4.24 -2.31 1.09
46 O 4.46 -0.90 1.30
47 C 5.14 -0.50 2.46
48 N 5.44 -4.46 0.69
49 H 6.98 -3.23 -0.87
50 H 7.37 -1.80 0.13
51 H 6.07 -1.80 -0.97
52 H 6.11 -2.77 1.88
53 H 3.70 -2.70 1.95
54 H 3.65 -2.51 0.19
55 H 5.14 0.58 2.55
56 H 6.13 -0.94 2.56
57 H 4.51 -0.81 3.30
58 H 5.16 -4.88 1.57
59 H 6.36 -4.86 0.60
60 C -9.67 4.04 -1.15
61 C -8.26 4.55 -0.89
62 C -7.48 3.80 0.18
63 O -6.07 4.07 0.28
64 C -5.42 3.28 1.24
65 N -7.47 4.71 -2.17
66 H -9.63 2.97 -1.36
67 H -9.98 4.41 -2.12
68 H -10.39 4.44 -0.44
69 H -8.46 5.58 -0.61
70 H -7.60 2.72 0.13
71 H -7.98 4.03 1.12
72 H -4.39 3.65 1.26
73 H -5.31 2.24 0.94
74 H -5.85 3.36 2.24
75 H -6.64 5.27 -2.04
76 H -6.96 3.85 -2.31
77 C -6.38 -4.91 1.24
78 C -6.00 -4.30 -0.10
79 C -4.53 -4.60 -0.58
80 O -3.54 -4.26 0.46
81 C -2.20 -4.22 0.01
82 N -7.00 -4.75 -1.08
83 H -6.08 -5.94 1.40
84 H -7.46 -5.00 1.36
85 H -5.92 -4.26 1.99
86 H -6.07 -3.22 -0.11
87 H -4.27 -4.17 -1.55
88 H -4.51 -5.65 -0.85
89 H -1.64 -3.61 0.70
90 H -2.23 -3.65 -0.92
91 H -1.87 -5.24 -0.18
92 H -7.88 -4.25 -1.04
93 H -7.13 -5.75 -1.00
94 C 2.69 -3.47 4.73
95 C 1.78 -3.70 3.45
96 C 0.61 -4.72 3.72
97 O 1.00 -6.08 3.74
98 C -0.16 -6.99 3.96
99 N 1.30 -2.36 3.00
100 H 3.42 -4.24 4.97
101 H 2.12 -3.17 5.61
102 H 3.31 -2.59 4.57
103 H 2.36 -4.18 2.67
104 H -0.26 -4.63 3.07
105 H 0.27 -4.58 4.75
106 H -0.75 -7.02 3.04
107 H -0.83 -6.56 4.69
108 H 0.14 -8.03 4.12
109 H 1.81 -1.85 3.71
110 H 1.76 -2.19 2.12
111 C -4.91 -4.90 7.91
112 C -4.31 -6.09 7.09
113 C -4.40 -5.86 5.56
114 O -3.50 -4.74 5.24
115 C -3.47 -4.28 3.84
116 N -2.94 -6.21 7.48
117 H -4.88 -5.21 8.95
118 H -5.90 -4.51 7.65
119 H -4.21 -4.08 7.77
120 H -4.92 -6.97 7.31
121 H -5.45 -5.74 5.29
122 H -4.18 -6.80 5.05
123 H -2.73 -3.54 3.52
124 H -4.44 -3.90 3.53
125 H -3.15 -5.12 3.22
126 H -2.52 -6.92 6.90
127 H -2.48 -5.39 7.11
128 C 3.93 -3.93 -4.59
129 C 3.15 -2.60 -4.56
130 C 3.65 -1.45 -5.50
131 O 5.02 -1.14 -5.34
132 C 5.27 -0.48 -4.13
133 N 1.70 -2.80 -4.48
134 H 3.81 -4.51 -5.51
135 H 3.62 -4.52 -3.73
136 H 4.99 -3.69 -4.51
137 H 3.37 -2.14 -3.59
138 H 2.95 -0.62 -5.41
139 H 3.71 -2.00 -6.44
140 H 4.34 0.02 -3.83
141 H 5.96 0.36 -4.00
142 H 5.68 -1.10 -3.33
143 H 1.38 -1.97 -4.00
144 H 1.61 -3.57 -3.84
145 C -0.48 1.21 4.80
146 C -1.50 0.08 4.44
147 C -2.06 0.12 2.95
148 O -3.31 -0.54 3.01
149 C -3.91 -0.77 1.73
150 N -0.81 -1.16 4.86
151 H -0.07 1.23 5.80
152 H -0.96 2.18 4.67
153 H 0.38 1.40 4.16
154 H -2.41 0.16 5.03
155 H -1.39 -0.38 2.26
156 H -2.13 1.17 2.67
157 H -4.87 -1.23 1.97
158 H -3.26 -1.49 1.22
159 H -3.88 0.13 1.11
160 H -0.09 -1.36 4.19
161 H -1.47 -1.87 4.57
162 C 3.41 2.63 4.47
163 C 2.29 3.69 4.43
164 C 1.79 4.06 5.80
165 O 0.63 4.78 5.59
166 C -0.27 4.79 6.69
167 N 2.70 4.86 3.64
168 H 2.82 1.78 4.82
169 H 4.15 2.84 5.24
170 H 3.78 2.46 3.46
171 H 1.44 3.31 3.85
172 H 2.44 4.71 6.37
173 H 1.79 3.17 6.43
174 H -1.07 5.44 6.36
175 H 0.24 5.32 7.50
176 H -0.64 3.91 7.23
177 H 3.43 5.27 4.20
178 H 1.90 5.47 3.70
179 C -2.93 -1.12 -5.09
180 C -3.20 -2.22 -4.08
181 C -2.18 -3.30 -4.31
182 O -2.10 -4.38 -3.29
183 C -0.87 -5.18 -3.43
184 N -3.14 -1.54 -2.80
185 H -3.05 -1.49 -6.11
186 H -1.94 -0.65 -5.05
187 H -3.66 -0.31 -5.15
188 H -4.21 -2.58 -4.29
189 H -1.17 -2.90 -4.20
190 H -2.31 -3.68 -5.32
191 H -0.08 -4.77 -2.79
192 H -0.57 -5.36 -4.46
193 H -1.21 -6.12 -3.01
194 H -3.07 -2.37 -2.23
195 H -4.11 -1.37 -2.58
196 C 0.31 -2.04 -1.23
197 C 0.26 -0.48 -1.63
198 C 1.12 0.44 -0.79
199 O 0.55 0.72 0.49
200 C 1.16 1.80 1.25
201 N 0.46 -0.38 -3.08
202 H 0.09 -2.24 -0.18
203 H 1.39 -2.14 -1.25
204 H -0.21 -2.66 -1.95
205 H -0.76 -0.12 -1.52
206 H 1.49 1.32 -1.33
207 H 2.07 -0.05 -0.58
208 H 1.67 1.53 2.17
209 H 0.36 2.42 1.66
210 H 1.80 2.51 0.73
211 H 0.28 0.55 -3.43
212 H -0.28 -0.93 -3.49
213 C -1.09 4.54 -7.49
214 C -0.59 3.45 -6.61
215 C 0.82 3.72 -5.92
216 O 1.76 4.11 -6.99
217 C 2.89 4.71 -6.40
218 N -1.63 3.17 -5.65
219 H -2.09 4.27 -7.83
220 H -0.46 4.59 -8.38
221 H -1.13 5.48 -6.95
222 H -0.51 2.55 -7.22
223 H 1.16 2.99 -5.19
224 H 0.67 4.66 -5.38
225 H 3.69 4.90 -7.13
226 H 3.19 3.89 -5.75
227 H 2.83 5.67 -5.88
228 H -2.54 3.15 -6.08
229 H -1.65 3.79 -4.86
230 C 7.13 1.56 5.60
231 C 6.42 0.82 6.71
232 C 5.10 0.13 6.36
233 O 4.76 -0.52 7.61
234 C 3.51 -1.19 7.69
235 N 7.33 -0.12 7.30
236 H 7.05 1.09 4.62
237 H 8.21 1.67 5.66
238 H 6.85 2.61 5.50
239 H 6.26 1.55 7.51
240 H 5.16 -0.57 5.53
241 H 4.27 0.81 6.15
242 H 2.60 -0.61 7.51
243 H 3.49 -1.72 8.64
244 H 3.57 -1.94 6.90
245 H 6.74 -0.65 7.92
246 H 7.41 -0.77 6.53
247 C -1.83 5.97 3.18
248 C -2.45 7.00 2.14
249 C -2.48 8.43 2.74
250 O -3.00 9.35 1.71
251 C -3.04 10.72 2.04
252 N -1.68 6.94 0.96
253 H -1.87 4.95 2.81
254 H -2.40 6.02 4.11
255 H -0.85 6.16 3.63
256 H -3.45 6.70 1.85
257 H -1.48 8.72 3.06
258 H -3.23 8.42 3.53
259 H -3.61 11.02 2.92
260 H -3.26 11.39 1.21
261 H -2.02 11.03 2.28
262 H -1.74 6.06 0.46
263 H -1.90 7.59 0.23
264 C 0.21 -1.32 -7.03
265 C -0.28 -2.10 -8.24
266 C -0.19 -3.62 -8.04
267 O 1.19 -4.00 -7.78
268 C 1.45 -5.40 -7.42
269 N -1.60 -1.66 -8.43
270 H -0.35 -1.55 -6.13
271 H 0.13 -0.24 -7.16
272 H 1.26 -1.60 -6.94
273 H 0.34 -1.81 -9.09
274 H -0.69 -4.22 -8.80
275 H -0.75 -3.91 -7.15
276 H 1.21 -5.24 -6.37
277 H 2.47 -5.74 -7.29
278 H 0.72 -6.10 -7.84
279 H -2.29 -2.39 -8.40
280 H -1.65 -1.25 -9.36
281 C -3.74 5.05 -3.38
282 C -4.17 5.53 -4.75
283 C -4.96 4.61 -5.82
284 O -4.19 3.36 -6.04
285 C -4.92 2.47 -6.80
286 N -4.90 6.81 -4.55
287 H -3.06 4.19 -3.39
288 H -4.63 4.79 -2.80
289 H -3.08 5.78 -2.93
290 H -3.22 5.61 -5.28
291 H -4.96 5.13 -6.78
292 H -5.96 4.45 -5.41
293 H -5.32 2.84 -7.74
294 H -5.64 1.97 -6.15
295 H -4.14 1.73 -6.97
296 H -4.39 7.68 -4.56
297 H -5.70 6.84 -5.17

Output
HOMO level (eV): -8.00
Energy relative to the best compared isomer or geometry (same formula, charge and spin) (kcal/mol): 208.8
DFT total energy (eV): -139799.246
E_LUMO (Ha): 0.013
Kohn-Sham gap (eV): 8.34



- Which value of energy relative to the best compared isomer or geometry (same formula, charge and spin) does entry 2 give?
  208.8 kcal/mol



- Look up the E_LUMO of the second one.
  0.013 Ha